i.
{"formula": "H80O40", "method": "wB97M-V/def2-TZVPD", "symbols": ["H", "H", "O", "H", "H", "O", "H", "H", "O", "H", "H", "O", "H", "H", "O", "H", "O", "H", "O", "H", "H", "O", "H", "H", "O", "H", "H", "O", "H", "H", "O", "H", "O", "H", "H", "O", "H", "H", "O", "H", "H", "O", "H", "H", "O", "H", "H", "O", "H", "H", "O", "H", "O", "H", "H", "O", "H", "O", "H", "H", "O", "H", "H", "O", "H", "H", "O", "H", "H", "O", "H", "H", "O", "H", "H", "O", "H", "H", "O", "H", "H", "O", "H", "H", "O", "H", "H", "O", "H", "O", "H", "H", "O", "H", "H", "H", "H", "H", "H", "O", "H", "H", "O", "H", "H", "O", "H", "H", "O", "H", "H", "O", "H", "H", "O", "H", "H", "O", "H", "H"], "positions_angstrom": [[4.053, 3.052, -0.853], [4.548, 3.861, 0.307], [4.796, 3.507, -0.445], [-1.723, -5.395, -2.518], [-2.991, -4.747, -3.020], [-2.320, -5.459, -3.252], [0.043, 0.127, -5.231], [0.262, -0.980, -6.223], [0.738, -0.324, -5.634], [-1.182, 1.933, -1.985], [-1.492, 1.910, -3.357], [-0.969, 1.348, -2.567], [0.024, -4.128, 2.787], [-0.231, -5.576, 3.023], [-0.235, -4.798, 3.564], [1.555, -2.613, 6.225], [2.289, -2.183, 6.048], [0.160, 0.523, 0.328], [0.011, 0.147, -0.533], [-2.584, 0.939, 3.165], [-3.851, 0.338, 2.223], [-3.465, 0.893, 3.027], [2.108, -0.069, 5.232], [3.298, 0.648, 5.109], [2.672, 0.404, 5.628], [-5.353, -0.211, -3.239], [-4.055, 0.029, -2.236], [-4.994, -0.244, -2.312], [-2.661, 4.761, 1.806], [-3.787, 5.249, 1.050], [-2.875, 5.419, 1.187], [-0.815, 0.861, 6.132], [-0.376, 0.019, 6.288], [2.368, 3.865, 3.180], [1.747, 4.474, 4.320], [1.579, 4.195, 3.412], [0.941, -6.203, 0.162], [0.395, -4.865, 0.055], [1.060, -5.408, 0.539], [1.175, -2.598, 2.952], [2.249, -1.756, 3.973], [1.495, -1.706, 3.351], [-2.915, -5.046, -1.042], [-3.537, -3.787, -0.496], [-2.914, -4.363, -0.484], [-5.039, -1.774, 0.607], [-3.616, -1.203, 0.611], [-4.505, -1.067, 0.929], [4.470, -1.445, -0.988], [5.210, -1.506, 0.346], [4.350, -1.500, -0.035], [-3.457, 3.496, -1.924], [-3.800, 3.249, -2.789], [-2.432, -1.581, 3.169], [-2.039, -2.944, 2.318], [-2.744, -2.343, 2.452], [3.936, -2.908, -1.962], [4.600, -3.024, -2.779], [3.656, 2.312, -4.459], [2.176, 1.981, -3.767], [3.093, 2.356, -3.575], [4.841, 2.677, 1.991], [3.688, 1.701, 2.414], [3.919, 2.493, 2.424], [-3.929, 2.279, 0.552], [-3.032, 3.393, -0.051], [-3.108, 2.714, 0.678], [-1.516, -1.378, -0.629], [-2.112, -2.509, -1.408], [-2.319, -1.463, -1.131], [-0.253, 2.900, 2.474], [-1.575, 2.794, 1.774], [-0.700, 3.288, 1.673], [0.529, 3.457, -4.586], [-0.435, 2.661, -5.375], [0.160, 2.593, -4.691], [2.935, 0.842, -1.500], [4.348, 1.407, -1.931], [3.723, 1.167, -1.162], [-0.994, 4.823, 0.293], [-0.395, 3.833, -0.653], [-1.081, 4.387, -0.520], [2.165, -0.950, -2.377], [1.738, -1.119, -1.267], [1.570, -1.570, -2.039], [-1.085, -0.491, 4.178], [0.273, -0.536, 3.577], [-0.604, -0.080, 3.592], [1.964, 5.964, -3.085], [1.549, 5.912, -2.234], [-5.545, 1.032, -0.404], [-6.484, 0.661, 0.771], [-6.169, 1.352, 0.195], [-4.125, 2.311, -2.574], [2.934, -2.894, 5.720], [4.161, -2.502, -3.484], [0.260, 0.753, -1.182], [0.414, 0.554, 6.650], [0.627, 6.085, -2.388], [3.421, -0.656, -4.381], [2.774, -0.948, -4.939], [3.645, 0.167, -4.121], [-3.368, 0.410, -4.098], [-2.331, 0.747, -4.157], [-3.934, 1.069, -4.499], [-0.549, -3.234, -2.983], [0.343, -2.920, -2.942], [-1.063, -2.247, -2.636], [6.053, 1.409, 0.416], [5.335, 2.139, 0.590], [5.543, 1.028, -0.314], [4.578, -2.363, 4.456], [4.073, -1.524, 4.718], [5.083, -2.429, 3.634], [0.394, -2.515, 1.256], [0.843, -2.911, 0.577], [1.136, -1.849, 1.608], [-5.113, -3.189, -2.842], [-5.140, -2.526, -2.113], [-5.080, -2.750, -3.700]], "lowdin_charge": [0.037, -0.044, 0.016, -0.012, 0.044, -0.071, -0.030, 0.098, -0.032, -0.087, 0.125, -0.042, 0.053, 0.004, -0.089, -0.028, -0.007, 0.058, -0.007, -0.080, 0.081, -0.050, -0.111, -0.050, 0.123, 0.073, 0.023, -0.095, -0.002, 0.033, -0.013, 0.039, -0.076, -0.077, 0.058, 0.005, -0.025, 0.056, 0.003, 0.086, 0.028, -0.097, -0.035, -0.071, 0.095, 0.039, -0.001, -0.045, 0.000, 0.028, -0.042, 0.005, -0.062, 0.122, -0.027, -0.090, 0.077, -0.116, 0.131, 0.054, -0.110, 0.106, -0.096, 0.043, 0.005, 0.040, -0.059, -0.008, 0.108, -0.100, 0.052, 0.040, -0.103, 0.051, 0.014, -0.001, -0.015, 0.109, -0.054, -0.002, -0.028, -0.012, -0.016, -0.024, 0.015, -0.085, 0.015, -0.018, 0.015, -0.038, -0.050, 0.037, -0.026, 0.055, 0.095, 0.003, -0.017, 0.083, 0.019, 0.043, -0.008, -0.045, -0.112, 0.113, 0.037, -0.132, -0.037, 0.151, -0.113, 0.015, -0.014, -0.073, 0.055, 0.055, -0.053, -0.022, 0.111, -0.065, 0.029, 0.037], "e_lumo_ev": -0.955, "orbital_gap_ha": 0.3563, "total_charge": 0}


ii.
{"formula": "H80O40", "method": "wB97M-V/def2-TZVPD", "symbols": ["H", "H", "O", "H", "H", "O", "H", "H", "O", "H", "H", "O", "H", "H", "O", "H", "O", "H", "O", "H", "H", "O", "H", "H", "O", "H", "H", "O", "H", "H", "O", "H", "O", "H", "H", "O", "H", "H", "O", "H", "H", "O", "H", "H", "O", "H", "H", "O", "H", "H", "O", "H", "O", "H", "H", "O", "H", "O", "H", "H", "O", "H", "H", "O", "H", "H", "O", "H", "H", "O", "H", "H", "O", "H", "H", "O", "H", "H", "O", "H", "H", "O", "H", "H", "O", "H", "H", "O", "H", "O", "H", "H", "O", "H", "H", "H", "H", "H", "H", "O", "H", "H", "O", "H", "H", "O", "H", "H", "O", "H", "H", "O", "H", "H", "O", "H", "H", "O", "H", "H"], "positions_angstrom": [[0.017, -0.092, 1.821], [-0.337, 1.171, 1.084], [-0.392, 0.220, 1.012], [0.422, -4.152, 3.139], [0.399, -5.727, 2.744], [0.707, -5.044, 3.341], [0.140, 0.780, -5.375], [0.273, 0.969, -3.954], [-0.092, 1.456, -4.716], [1.699, -0.758, 2.704], [3.050, -0.475, 2.253], [2.472, -0.243, 2.992], [-3.132, 3.270, -2.636], [-4.540, 3.618, -2.575], [-3.974, 2.901, -2.889], [2.002, -3.096, 5.995], [2.342, -3.567, 5.235], [2.979, 2.891, -0.008], [3.042, 2.058, 0.507], [2.312, 0.258, -1.710], [2.634, 1.706, -1.240], [2.305, 1.175, -1.991], [-0.081, 1.261, 3.689], [-1.142, 0.456, 4.479], [-0.997, 1.256, 3.978], [3.733, 1.215, 3.047], [4.955, 0.992, 3.743], [4.687, 1.304, 2.874], [-2.969, -3.489, 2.649], [-2.059, -3.289, 1.362], [-2.181, -3.769, 2.168], [-0.923, 5.155, 1.045], [-1.109, 5.575, 0.204], [2.505, 1.236, -5.802], [2.094, -0.232, -5.705], [2.277, 0.470, -6.339], [1.484, 3.431, 5.923], [0.347, 3.697, 5.085], [0.730, 2.944, 5.557], [-1.060, 1.376, -2.057], [-0.644, 0.477, -0.945], [-1.350, 0.566, -1.585], [-2.092, -6.423, 0.532], [-2.361, -5.647, 1.708], [-2.234, -6.589, 1.477], [-3.969, -1.294, 1.720], [-4.590, -2.807, 1.497], [-4.359, -2.079, 2.112], [-1.573, -1.946, -1.115], [-2.393, -1.310, -2.088], [-2.228, -2.204, -1.775], [-1.866, 1.353, -5.584], [-2.826, 1.369, -5.543], [-0.544, -4.110, -4.669], [-1.652, -3.067, -4.684], [-1.404, -3.919, -4.291], [-6.250, -1.975, -2.121], [-6.164, -1.761, -1.187], [4.997, 4.422, 2.576], [4.666, 3.027, 3.078], [4.356, 3.955, 3.124], [3.167, 3.853, -2.086], [3.304, 5.045, -0.985], [2.963, 4.178, -1.208], [4.860, 1.890, -2.566], [3.758, 1.008, -3.414], [4.651, 1.301, -3.264], [0.715, -0.835, 3.729], [-0.625, -1.638, 3.366], [0.050, -1.021, 3.072], [0.072, 3.031, -3.209], [-1.353, 3.259, -2.712], [-0.497, 2.933, -2.441], [1.268, 4.307, 1.109], [1.263, 3.001, 0.256], [0.700, 3.705, 0.613], [-1.218, -5.716, -2.585], [-1.342, -4.342, -1.942], [-1.147, -5.261, -1.742], [-0.332, -1.551, -3.586], [-0.244, -0.536, -2.420], [0.276, -0.956, -3.142], [-4.371, 0.822, 0.253], [-2.882, 1.018, 0.313], [-3.546, 0.424, -0.049], [-0.291, -1.964, 2.359], [0.100, -2.051, 0.884], [0.351, -2.364, 1.738], [-2.597, -0.625, -4.004], [-2.646, -1.211, -4.768], [4.903, -1.840, 3.295], [5.197, -1.779, 1.909], [5.631, -1.519, 2.741], [-3.206, 1.584, -4.684], [1.694, -4.195, 4.894], [-5.318, -1.304, -1.115], [3.871, 1.913, 0.952], [-0.463, 5.228, -0.416], [-2.565, -0.528, -5.474], [4.065, -2.266, 0.357], [3.515, -2.835, 0.902], [4.807, -2.688, -0.068], [0.625, 1.895, 2.766], [0.724, 2.234, 1.867], [1.425, 1.577, 3.164], [-5.216, -4.058, 0.440], [-5.836, -3.407, 0.066], [-4.667, -4.179, -0.351], [5.469, 2.382, -0.638], [5.300, 2.148, 0.271], [6.407, 2.153, -0.687], [-1.504, 5.156, 3.008], [-1.724, 4.345, 2.531], [-1.774, 4.933, 3.905], [-3.811, -4.079, -3.019], [-3.446, -3.788, -3.861], [-3.207, -3.554, -2.461], [-2.120, 2.736, 1.535], [-1.665, 1.989, 1.950], [-1.651, 3.092, 0.782]], "lowdin_charge": [-0.013, 0.005, -0.031, -0.003, 0.048, -0.047, 0.046, 0.015, -0.076, 0.025, 0.058, -0.032, 0.002, 0.063, -0.020, 0.025, -0.060, 0.005, -0.060, 0.056, -0.002, -0.053, -0.104, 0.037, -0.063, 0.029, 0.083, -0.050, 0.045, 0.026, -0.038, -0.033, -0.054, 0.035, 0.033, -0.044, 0.046, 0.035, -0.056, 0.014, 0.017, -0.064, 0.015, -0.011, -0.081, 0.014, -0.007, -0.077, 0.054, 0.021, -0.035, 0.008, -0.050, 0.061, 0.014, -0.055, 0.055, -0.039, 0.030, -0.025, -0.078, 0.068, 0.083, -0.014, -0.036, -0.004, -0.051, 0.105, 0.147, -0.068, 0.057, 0.040, -0.015, 0.093, 0.021, -0.044, 0.033, -0.020, -0.051, 0.013, -0.007, -0.063, 0.057, -0.010, -0.059, -0.084, 0.032, -0.058, 0.022, -0.052, 0.035, -0.012, -0.065, 0.027, -0.006, 0.025, 0.008, 0.011, 0.042, -0.035, 0.056, 0.057, -0.044, 0.041, 0.057, -0.048, 0.031, 0.052, -0.031, 0.014, 0.078, -0.055, -0.009, 0.048, -0.073, 0.004, -0.030, -0.025, 0.021, 0.028], "e_lumo_ev": -0.794, "orbital_gap_ha": 0.3496, "total_charge": 0}


iii.
{"formula": "H80O40", "method": "wB97M-V/def2-TZVPD", "symbols": ["H", "H", "O", "H", "H", "O", "H", "H", "O", "H", "H", "O", "H", "H", "O", "H", "O", "H", "O", "H", "H", "O", "H", "H", "O", "H", "H", "O", "H", "H", "O", "H", "O", "H", "H", "O", "H", "H", "O", "H", "H", "O", "H", "H", "O", "H", "H", "O", "H", "H", "O", "H", "O", "H", "H", "O", "H", "O", "H", "H", "O", "H", "H", "O", "H", "H", "O", "H", "H", "O", "H", "H", "O", "H", "H", "O", "H", "H", "O", "H", "H", "O", "H", "H", "O", "H", "H", "O", "H", "O", "H", "H", "O", "H", "H", "H", "H", "H", "H", "O", "H", "H", "O", "H", "H", "O", "H", "H", "O", "H", "H", "O", "H", "H", "O", "H", "H", "O", "H", "H"], "positions_angstrom": [[-2.828, -2.318, 4.178], [-2.448, -0.756, 4.149], [-3.166, -1.379, 3.991], [0.218, 4.747, -1.958], [1.245, 5.250, -2.991], [1.065, 5.344, -2.076], [0.012, 1.055, 3.062], [-0.114, 1.182, 1.694], [-0.558, 0.837, 2.360], [-4.284, 0.805, 2.831], [-4.725, -0.787, 2.669], [-4.614, 0.074, 2.251], [-4.152, 5.071, 0.840], [-3.375, 4.172, 0.020], [-3.316, 4.845, 0.499], [1.210, -5.959, -3.039], [0.683, -5.132, -3.139], [-2.137, -3.312, 2.183], [-1.843, -3.728, 2.921], [-1.792, -3.131, -2.016], [-2.247, -2.008, -2.613], [-1.720, -2.148, -1.785], [-4.782, 0.132, 0.054], [-5.311, -0.136, -1.258], [-5.069, 0.564, -0.694], [-1.610, -3.779, -3.683], [-1.603, -5.198, -3.692], [-1.894, -4.489, -3.170], [-3.506, 2.457, 1.087], [-3.893, 1.968, -0.370], [-3.297, 2.340, 0.213], [-5.203, -2.138, -0.991], [-4.786, -1.714, -1.684], [3.646, -0.073, -2.904], [3.254, 1.572, -3.388], [3.035, 0.717, -3.059], [1.729, 1.159, 3.631], [3.008, 1.013, 2.673], [2.214, 0.565, 3.078], [1.127, 1.722, 6.268], [1.761, 0.867, 5.118], [1.244, 1.850, 5.241], [4.185, 0.977, -0.580], [3.202, 2.217, -1.069], [3.837, 1.929, -0.404], [1.008, 3.663, 2.398], [1.278, 3.677, 3.997], [1.136, 4.179, 3.277], [4.026, -2.665, -0.683], [2.717, -2.514, 0.128], [3.499, -3.010, 0.082], [1.568, -0.870, 1.804], [1.397, -0.967, 0.937], [4.547, -1.471, 3.713], [3.261, -1.887, 3.112], [4.223, -1.933, 3.012], [0.797, -1.635, 5.715], [0.415, -1.151, 5.024], [0.019, 0.576, -1.650], [1.565, 0.767, -1.848], [1.056, 0.281, -1.403], [-2.060, 1.151, 0.002], [-1.704, -0.415, -0.227], [-1.637, 0.505, -0.530], [0.821, 2.228, 0.108], [1.646, 0.939, 0.547], [1.207, 1.723, 0.941], [-1.629, 2.370, -0.585], [-1.246, 3.709, -0.092], [-0.879, 2.947, -0.245], [1.581, 2.250, -6.324], [1.587, 2.866, -4.715], [2.040, 2.769, -5.625], [1.844, 5.773, -0.389], [2.929, 5.278, 0.533], [2.610, 6.137, 0.077], [4.351, -3.409, 2.685], [3.378, -4.372, 2.159], [3.731, -4.086, 3.126], [6.298, -0.402, -0.626], [5.284, -1.324, -0.273], [5.647, -0.791, -0.975], [-3.218, 2.506, 3.522], [-2.130, 1.488, 3.021], [-3.001, 1.591, 3.368], [1.681, -4.551, -0.334], [0.896, -5.764, -1.011], [0.856, -5.092, -0.353], [-2.412, 4.330, 4.047], [-3.126, 4.400, 3.407], [-3.384, -2.528, 1.161], [-2.459, -1.285, 1.779], [-2.856, -1.757, 0.914], [0.724, -0.174, 0.847], [0.958, -4.763, -4.094], [0.570, -1.318, 4.074], [-0.921, -3.498, 3.195], [-3.887, -1.495, -1.577], [-2.803, 5.292, 3.105], [0.581, -3.190, 2.269], [1.161, -3.965, 2.437], [0.119, -3.422, 1.435], [-1.161, 2.724, -3.570], [-1.819, 2.025, -3.567], [-1.354, 3.219, -4.317], [1.939, -2.385, -3.374], [2.011, -1.497, -2.968], [1.127, -2.579, -2.852], [-3.086, 0.906, -4.675], [-3.243, 1.122, -3.670], [-3.207, 0.100, -4.848], [-0.014, 0.308, -6.192], [-0.714, 0.910, -5.917], [0.065, -0.495, -5.747], [4.201, -0.150, 1.314], [3.929, -1.232, 1.454], [3.514, 0.357, 0.812], [-0.405, -2.881, -4.689], [0.426, -2.242, -4.422], [-0.275, -3.146, -5.619]], "lowdin_charge": [0.074, 0.024, -0.086, 0.096, 0.013, -0.067, 0.013, -0.108, 0.031, 0.001, 0.020, -0.105, 0.043, -0.128, 0.060, 0.060, -0.122, -0.072, -0.042, 0.046, 0.046, -0.083, -0.037, -0.019, -0.014, -0.055, 0.021, -0.030, 0.036, 0.013, 0.007, 0.030, 0.012, 0.104, 0.037, -0.054, -0.036, 0.099, -0.067, 0.115, 0.129, -0.164, 0.058, 0.024, -0.082, 0.078, -0.085, -0.038, 0.073, -0.017, -0.021, -0.074, -0.066, 0.049, 0.077, -0.032, 0.021, -0.025, 0.156, -0.146, -0.033, -0.029, 0.029, -0.052, 0.106, 0.003, -0.134, 0.052, -0.055, -0.003, 0.036, 0.059, -0.111, -0.031, 0.072, -0.106, 0.013, 0.084, -0.170, -0.068, 0.012, 0.052, 0.017, 0.004, -0.025, 0.033, -0.004, -0.046, 0.047, -0.068, 0.051, 0.113, -0.101, 0.078, 0.112, 0.037, 0.039, -0.003, 0.085, -0.069, 0.068, 0.066, -0.013, -0.010, 0.007, -0.064, 0.028, 0.047, 0.024, 0.124, -0.086, -0.016, 0.030, -0.027, -0.166, 0.117, 0.000, -0.121, 0.106, 0.073], "e_lumo_ev": -0.445, "orbital_gap_ha": 0.3514, "total_charge": 0}


iv.
{"formula": "H80O40", "method": "wB97M-V/def2-TZVPD", "symbols": ["H", "H", "O", "H", "H", "O", "H", "H", "O", "H", "H", "O", "H", "H", "O", "H", "O", "H", "O", "H", "H", "O", "H", "H", "O", "H", "H", "O", "H", "H", "O", "H", "O", "H", "H", "O", "H", "H", "O", "H", "H", "O", "H", "H", "O", "H", "H", "O", "H", "H", "O", "H", "O", "H", "H", "O", "H", "O", "H", "H", "O", "H", "H", "O", "H", "H", "O", "H", "H", "O", "H", "H", "O", "H", "H", "O", "H", "H", "O", "H", "H", "O", "H", "H", "O", "H", "H", "O", "H", "O", "H", "H", "O", "H", "H", "H", "H", "H", "H", "O", "H", "H", "O", "H", "H", "O", "H", "H", "O", "H", "H", "O", "H", "H", "O", "H", "H", "O", "H", "H"], "positions_angstrom": [[2.480, 0.220, 6.020], [3.225, 1.097, 5.018], [2.559, 1.026, 5.418], [-1.078, -2.899, 0.519], [-1.964, -3.946, 0.905], [-1.089, -3.823, 0.688], [-2.681, 1.553, 5.356], [-3.376, 2.865, 5.386], [-2.447, 2.626, 5.765], [6.020, 0.222, 3.146], [5.026, 0.518, 2.154], [5.238, 0.013, 2.826], [-0.603, 2.182, -3.690], [-0.254, 3.199, -2.500], [-0.194, 2.263, -2.866], [-2.959, -0.736, 1.247], [-2.511, 0.129, 1.018], [-3.270, -1.093, -2.233], [-4.212, -1.575, -2.203], [4.717, 1.241, -1.591], [3.304, 0.354, -1.510], [4.178, 0.364, -1.700], [-1.843, 4.490, -2.932], [-0.812, 5.171, -4.041], [-1.180, 4.351, -3.713], [0.164, 5.710, 0.295], [-0.943, 6.619, -0.334], [0.058, 6.594, -0.163], [-1.374, -2.958, -1.326], [-1.344, -1.582, -0.744], [-1.773, -2.067, -1.354], [-2.925, 1.553, -5.929], [-2.403, 1.799, -5.176], [4.072, -0.914, 4.891], [3.728, -2.367, 4.872], [3.871, -1.631, 5.452], [1.370, 1.007, 2.198], [0.930, 1.927, 3.306], [0.588, 1.610, 2.516], [1.540, 5.350, 4.005], [2.659, 4.492, 4.175], [2.281, 5.110, 3.614], [4.071, 3.848, 2.287], [2.409, 3.658, 2.085], [3.267, 3.603, 1.521], [-0.266, 0.601, -0.912], [-0.894, 0.785, -2.202], [-1.092, 0.300, -1.384], [1.547, -0.521, -2.210], [1.140, 0.917, -2.770], [1.513, 0.484, -2.015], [-4.569, -4.480, 0.910], [-4.519, -5.074, 0.118], [-3.569, 3.846, -1.977], [-3.529, 5.467, -2.233], [-3.096, 4.699, -2.089], [-1.142, 4.484, -0.739], [-0.351, 4.013, -0.717], [-6.234, 1.229, -1.125], [-6.197, 1.799, -2.620], [-6.463, 1.849, -1.776], [-1.986, -2.407, -4.551], [-2.659, -1.182, -5.194], [-2.771, -2.181, -5.140], [1.171, -3.019, -4.999], [2.063, -2.051, -4.866], [1.574, -2.679, -4.284], [-1.014, -3.604, 5.066], [0.528, -3.626, 5.486], [-0.199, -4.212, 5.362], [2.814, 3.475, -0.577], [3.482, 2.561, 0.408], [3.074, 2.532, -0.548], [3.626, -5.497, 0.438], [2.123, -5.405, -0.137], [2.595, -5.623, 0.639], [3.352, 2.250, -3.635], [2.570, 3.105, -4.139], [2.752, 2.188, -4.343], [1.524, 0.210, -6.542], [0.229, -0.202, -5.858], [0.675, -0.405, -6.638], [2.788, -2.747, -0.335], [3.245, -2.804, 1.063], [2.906, -2.144, 0.365], [0.863, -4.420, -2.031], [0.681, -3.412, -2.938], [0.290, -3.710, -2.158], [-2.379, 1.751, -0.927], [-3.029, 2.083, -0.437], [-2.426, -5.590, -2.496], [-1.301, -4.723, -2.520], [-2.146, -4.783, -3.096], [-4.621, -4.532, -0.609], [-1.911, 0.008, 0.244], [-0.377, 3.141, -0.245], [-3.863, -2.399, -1.851], [-1.947, 2.555, -5.241], [-3.317, 1.317, -0.078], [3.026, -2.976, 3.330], [2.582, -3.822, 3.618], [2.274, -2.586, 2.966], [-2.212, -0.526, 4.654], [-1.416, -0.709, 5.076], [-1.885, 0.200, 3.905], [-0.409, -0.864, 2.028], [-0.118, 0.014, 2.215], [-1.289, -0.790, 2.305], [-3.290, -2.094, 2.744], [-4.109, -1.909, 3.258], [-2.854, -2.638, 3.514], [-2.478, 1.725, 3.078], [-2.566, 1.237, 2.318], [-1.771, 2.392, 3.014], [2.447, 0.297, 1.442], [3.342, 0.469, 1.449], [2.114, -0.512, 1.011], [4.579, -3.627, -0.859], [4.799, -2.774, -0.443], [4.155, -3.540, -1.656]], "lowdin_charge": [0.103, -0.182, 0.069, -0.014, -0.019, 0.008, 0.130, 0.053, -0.219, -0.015, -0.051, 0.109, -0.003, 0.062, -0.076, 0.086, -0.098, 0.074, -0.126, 0.092, -0.112, -0.085, 0.017, 0.052, -0.102, 0.034, 0.063, -0.115, 0.024, -0.058, -0.049, 0.049, 0.017, -0.027, -0.018, -0.042, 0.015, -0.009, -0.077, -0.019, 0.016, 0.050, 0.193, 0.074, -0.163, 0.085, 0.030, -0.095, 0.114, -0.005, -0.080, 0.059, -0.029, 0.099, 0.023, 0.027, -0.012, -0.038, 0.015, -0.034, 0.016, 0.041, 0.043, -0.100, -0.009, 0.089, -0.002, 0.099, -0.008, -0.087, 0.040, 0.019, -0.143, 0.107, -0.024, -0.085, -0.005, 0.041, -0.027, 0.116, -0.035, -0.070, -0.006, 0.082, -0.064, 0.032, -0.026, 0.001, -0.073, 0.037, 0.097, 0.023, -0.130, -0.023, 0.042, 0.096, -0.016, -0.057, -0.042, -0.024, 0.107, 0.012, -0.103, -0.006, 0.095, -0.023, -0.032, -0.048, -0.101, 0.070, 0.102, -0.038, -0.058, 0.073, 0.013, -0.001, 0.058, -0.023, 0.067, -0.003], "e_lumo_ev": -0.561, "orbital_gap_ha": 0.3535, "total_charge": 0}


Consider the structures shown above. The least stable of them is i.